A cluster of 12 separate species, C42H102N6O18 in total at a distorted geometry, computed with wB97M-V/def2-TZVPD.

```
168
Properties=species:S:1:pos:R:3:lowdin_charge:R:1
C -12.87716 1.90318 2.93829 -0.048
N -11.48804 2.18730 3.36053 0.014
C -10.61813 2.63203 2.47675 -0.651
C -9.25578 3.02095 2.80708 -0.012
O -10.95185 2.78205 1.34031 0.052
H -13.48967 2.71871 3.32278 0.085
H -13.13144 0.95955 3.42099 0.074
H -12.97654 1.64906 1.88299 0.086
H -11.34711 2.34271 4.34850 0.138
H -9.22485 4.10028 2.65813 0.094
H -8.49712 2.71752 2.08565 0.089
H -8.87667 2.69763 3.77654 0.078
C -6.83752 -5.46136 -6.10900 -0.104
N -8.12408 -5.36713 -5.54028 0.001
C -9.07383 -4.59408 -5.98281 -0.541
C -8.98388 -3.72025 -7.29241 0.005
O -10.14539 -4.63651 -5.38671 0.011
H -6.25789 -6.28136 -5.68508 0.086
H -6.25303 -4.55570 -5.94693 0.087
H -6.80821 -5.74235 -7.16175 0.089
H -8.29711 -5.76279 -4.62725 0.156
H -8.02601 -3.23763 -7.48652 0.060
H -9.67423 -2.87821 -7.24239 0.073
H -9.27339 -4.21335 -8.22039 0.076
C -2.86902 5.00421 -3.18144 -0.078
N -1.68641 4.24404 -3.30266 0.019
C -0.61531 4.58610 -3.89466 -0.612
C 0.64885 3.81392 -3.79109 0.000
O -0.54511 5.66113 -4.51446 0.008
H -2.96135 5.50887 -2.21973 0.087
H -3.75815 4.38144 -3.08289 0.081
H -3.19183 5.69727 -3.95834 0.095
H -1.67867 3.32068 -2.89346 0.148
H 0.60905 2.84952 -3.28466 0.073
H 1.43570 4.44292 -3.37478 0.092
H 0.92216 3.68866 -4.83880 0.088
C 3.07675 -7.03520 -3.81705 -0.048
N 2.25199 -7.05394 -2.56521 -0.009
C 0.89344 -6.85333 -2.56033 -0.583
C 0.28507 -6.84071 -1.24913 -0.020
O 0.29127 -6.61299 -3.61147 0.024
H 3.99290 -7.53387 -3.50066 0.078
H 3.12120 -6.00644 -4.17453 0.082
H 2.60128 -7.66217 -4.57133 0.080
H 2.66981 -6.81089 -1.67838 0.122
H 0.87889 -7.30043 -0.45912 0.086
H -0.65576 -7.37779 -1.36953 0.094
H 0.01743 -5.82015 -0.97541 0.095
C 3.28440 3.14968 9.36097 -0.120
N 1.96052 2.73777 9.29351 -0.024
C 0.89436 3.58932 9.28174 -0.490
C -0.48670 2.86853 9.21211 0.003
O 0.98484 4.83593 9.36315 0.012
H 3.58976 3.94206 10.04432 0.090
H 3.49927 3.58163 8.38355 0.090
H 4.03423 2.37696 9.53054 0.088
H 1.81185 1.74229 9.37729 0.132
H -1.16350 3.19890 10.00007 0.079
H -0.28931 1.80700 9.36142 0.059
H -0.90460 3.08470 8.22889 0.080
C 7.75733 -6.35218 3.47997 -0.083
N 6.76246 -5.49761 3.98421 -0.020
C 5.51738 -5.38641 3.59232 -0.556
C 4.76176 -4.25596 4.30187 0.001
O 4.95200 -6.16465 2.80047 0.013
H 8.01916 -6.02007 2.47536 0.090
H 7.43911 -7.39354 3.43097 0.093
H 8.73162 -6.23888 3.95539 0.089
H 7.00649 -4.94355 4.79264 0.139
H 4.30322 -4.58576 5.23412 0.084
H 4.04209 -3.86108 3.58473 0.083
H 5.54474 -3.51773 4.47525 0.069
C -6.26536 -2.69693 4.84234 -0.125
O -5.32107 -2.31005 5.81549 -0.200
C -5.12028 -3.34048 6.76923 -0.203
C -4.26803 -2.81935 7.94578 -0.172
O -4.90066 -1.81336 8.77010 -0.168
C -4.69235 -2.02366 10.16280 -0.120
H -6.20994 -1.89884 4.10201 0.089
H -7.26924 -2.66437 5.26574 0.085
H -6.13930 -3.67607 4.38032 0.086
H -4.68455 -4.12707 6.15317 0.122
H -6.12892 -3.65841 7.03321 0.119
H -3.36774 -2.43156 7.46914 0.123
H -3.99788 -3.72969 8.48092 0.116
H -3.63949 -2.10487 10.43298 0.080
H -5.15078 -2.94418 10.52416 0.083
H -5.07412 -1.20028 10.76645 0.085
C -2.91691 1.05880 -10.54508 -0.093
O -3.12560 0.23604 -11.69658 -0.178
C -3.66909 -1.08439 -11.56303 -0.191
C -3.31021 -1.97238 -12.76666 -0.189
O -1.87811 -2.19263 -12.95954 -0.209
C -1.44729 -3.21914 -13.86163 -0.102
H -2.50247 1.96397 -10.98895 0.091
H -2.37508 0.56629 -9.73764 0.084
H -3.85035 1.37552 -10.07982 0.075
H -4.75071 -1.19700 -11.48885 0.119
H -3.22669 -1.69128 -10.77305 0.120
H -3.65229 -1.51706 -13.69605 0.115
H -3.85424 -2.91213 -12.86163 0.116
H -0.36849 -3.24737 -14.01485 0.085
H -1.90947 -2.94789 -14.81080 0.078
H -1.83022 -4.20046 -13.58150 0.079
C 8.97024 1.66953 6.11054 -0.134
O 10.16220 1.21571 6.59723 -0.176
C 10.58540 -0.03790 6.15956 -0.210
C 11.11241 -1.03145 7.20405 -0.185
O 10.15079 -2.07053 7.44968 -0.191
C 10.52268 -3.04791 8.42458 -0.105
H 9.10162 1.64492 5.02877 0.090
H 8.78520 2.68499 6.46085 0.095
H 8.14070 1.01801 6.38525 0.090
H 11.34013 -0.03835 5.37313 0.119
H 9.73402 -0.46179 5.62705 0.116
H 11.28172 -0.47810 8.12776 0.122
H 12.13317 -1.27422 6.90875 0.117
H 9.69024 -3.74924 8.48174 0.082
H 10.74585 -2.68998 9.42966 0.086
H 11.34655 -3.62930 8.01067 0.083
C 1.06549 0.96621 3.09086 -0.134
O 0.33954 0.38904 2.07056 -0.186
C -0.96476 0.91890 1.84498 -0.193
C -1.70583 0.11121 0.77666 -0.210
O -1.03802 0.40934 -0.44284 -0.193
C -1.52255 -0.41690 -1.57536 -0.068
H 2.13189 0.83094 3.27141 0.087
H 0.65679 0.70658 4.06742 0.082
H 0.91297 2.01382 2.83135 0.085
H -0.88928 1.95901 1.52788 0.125
H -1.54588 0.86229 2.76541 0.123
H -2.76552 0.35989 0.83431 0.124
H -1.54375 -0.94633 0.98500 0.124
H -0.90884 -0.34728 -2.47348 0.076
H -2.49779 -0.02938 -1.87005 0.078
H -1.57400 -1.48696 -1.37439 0.080
C 2.29238 8.55039 1.98219 -0.097
O 3.13177 8.75313 3.14849 -0.189
C 2.31957 9.34501 4.20857 -0.177
C 3.18843 9.98737 5.36413 -0.165
O 3.91100 11.04905 4.68494 -0.179
C 4.65157 11.81129 5.57897 -0.148
H 1.28749 8.21548 2.23936 0.076
H 2.76326 7.94096 1.21085 0.086
H 2.14689 9.56495 1.61124 0.083
H 1.55030 8.62453 4.48649 0.114
H 1.74188 10.22863 3.93729 0.113
H 3.85686 9.34767 5.94039 0.115
H 2.53502 10.31923 6.17099 0.114
H 5.33894 11.24224 6.20491 0.085
H 4.02252 12.40789 6.23962 0.084
H 5.26827 12.53210 5.04211 0.087
C 2.71484 -1.33490 -8.38437 -0.077
O 3.87172 -1.46828 -9.26227 -0.238
C 4.66301 -0.23629 -9.44001 -0.150
C 3.97148 0.76243 -10.41283 -0.160
O 4.30444 0.19354 -11.68835 -0.191
C 3.49175 -0.80903 -12.14247 -0.150
H 1.97877 -0.93455 -9.08152 0.072
H 2.93749 -0.59128 -7.61916 0.081
H 2.25869 -2.24830 -8.00259 0.084
H 5.55028 -0.60721 -9.95312 0.128
H 4.84439 0.28490 -8.50002 0.109
H 4.30489 1.79784 -10.34300 0.120
H 2.89509 0.83483 -10.25717 0.113
H 3.90614 -1.34658 -12.99537 0.086
H 2.54713 -0.42108 -12.52363 0.091
H 3.40032 -1.64911 -11.45397 0.082
```

Computed properties:
- Largest force on an atom: 0.1112 Eh/bohr
- Electronic energy: -3343.88763 Ha
- Orbital gap: 0.332 hartree
- Multiplicity: 1
- E_HOMO: -8.9 eV
- Molar mass: 979.30 g mol⁻¹
- Lowest unoccupied orbital energy: 0.1 eV
- Energy relative to the best compared isomer or geometry (same formula, charge and spin): 126.0 kcal per mole